The following is a quantum chemistry calculation of one molecule with the formula C13H18N3OPS2, from the OMol25 dataset.

## Properties
Calculated total energy = -1883.122261 a.u.
SMILES = CCSCc1c(O)cc2nc([PH2]=S)cnc2c1CNC
Energy above the lowest of the compared OMol25 structures with the same formula, charge and spin = 415.6 kJ/mol

XYZ file:
```
38
Properties=species:S:1:pos:R:3:forces:R:3:nbo_charge:R:1
N -3.1853 1.1112 -0.4886 -0.405 -1.469 1.286 -0.618
H -0.1333 4.4991 0.5999 0.703 -1.804 -0.581 0.222
N -0.5975 2.4354 -0.0382 4.574 0.584 0.169 -0.346
H -0.6298 -3.6734 2.2655 0.584 0.807 -1.703 0.236
C 1.6026 1.1314 -0.5568 0.540 -2.555 -0.712 0.144
H -2.0393 -2.5277 -1.8363 1.510 -0.317 0.767 0.240
C -2.4296 -0.1350 -0.7449 -0.025 -0.877 -1.250 -0.258
H 3.3127 5.5566 -0.6834 -1.058 0.049 0.397 0.017
C 1.8375 3.3362 0.0919 -1.350 -0.708 -0.571 -0.121
H -2.7780 -0.5374 -1.7770 0.786 0.645 1.571 0.211
C -0.9556 -2.7312 -1.5455 1.388 1.939 -0.642 -0.573
S -0.7214 -3.9490 -0.1601 -0.198 0.287 0.290 0.165
P 2.9029 4.8805 0.5102 1.578 -2.118 0.843 0.769
H -2.8803 0.5090 1.6319 -1.005 1.199 -1.202 0.201
S 4.5278 4.1828 1.3665 -0.254 0.452 -0.074 -0.592
H 2.2185 5.7370 1.4550 -0.246 -0.353 -1.244 0.017
H -3.6494 2.2093 1.2885 -0.153 -1.939 -0.101 0.213
H -0.5594 -2.0160 1.4744 0.786 -1.674 -0.325 0.235
H 1.5852 -3.3235 -2.1633 0.163 0.656 0.672 0.494
C -0.8439 -0.0330 -0.8000 3.627 -2.135 -0.583 0.008
C -3.6206 1.1000 0.9687 -0.073 0.669 0.125 -0.436
H -4.6427 0.5800 1.0969 1.426 0.928 -0.098 0.185
H 1.6503 -3.3368 2.7714 -0.392 0.190 -1.862 0.213
H 2.0380 -2.2486 1.3446 -0.945 -1.362 0.092 0.228
C 1.4486 -1.5225 -1.2897 -0.601 4.237 0.952 0.317
C 1.4520 -3.1828 1.6390 -0.214 -0.237 0.462 -0.639
C -0.1374 -3.0879 1.3938 0.099 0.537 1.267 -0.537
C 0.0513 1.2209 -0.4539 0.044 -0.249 -0.068 0.110
C 2.2650 -0.2518 -0.9735 -2.479 -1.492 -0.221 -0.269
N 2.5629 2.1806 -0.3143 -6.100 1.455 0.887 -0.335
C 0.3031 3.4937 0.2579 0.796 -3.041 -1.284 -0.025
C -0.1253 -1.3738 -1.2101 0.260 2.008 0.482 -0.048
H -4.0468 1.1250 -1.0668 0.994 -0.170 0.532 0.363
O 2.1329 -2.7242 -1.6105 -1.509 2.056 0.205 -0.680
H 1.8203 -4.1099 1.0731 -0.302 1.492 0.860 0.226
H 3.4132 -0.3552 -1.0289 -2.124 0.465 0.150 0.253
H -0.4542 -3.1852 -2.4872 -0.864 0.575 1.536 0.216
H -2.6950 -0.9840 0.0000 0.438 1.273 -1.025 0.194
```
Positions in Å, forces in eV/Å.